Computed, not measured: a cluster of 14 separate species, C5H39NO14 in total at a distorted geometry, with ωB97M-V with the def2-TZVPD basis set.

ORCA input file:
```
! wB97M-V def2-TZVPD RIJCOSX def2/J DEFGRID3
* xyz 0 1
C 0.59960 1.34311 1.02560
N 1.92424 0.83848 0.47466
C 3.14264 1.50334 0.46389
O 3.72561 2.00400 1.74023
C 0.06396 0.15857 1.68101
C -0.75456 0.56984 3.04690
C -2.16138 1.24319 2.88656
H 0.17306 1.86724 0.15086
H 0.89487 2.12079 1.81927
H 2.08279 -0.16227 0.45677
H 3.91612 0.81666 0.05321
H 3.17330 2.54807 -0.00626
H 3.61016 1.24319 2.50810
H -0.59428 -0.33936 0.97761
H 0.82922 -0.65302 1.95626
H -0.10821 1.09563 3.88277
H -0.99612 -0.46500 3.63348
H -2.64632 0.37211 2.31274
H -2.09413 2.07013 2.33909
H -2.59573 1.33948 4.02455
H -1.28466 -0.93521 -2.69928
H 0.21877 -0.28950 -3.00250
O -0.35793 -1.16126 -3.08442
H -4.62971 -1.47379 -2.36683
H -3.60323 -0.76379 -1.53558
O -3.67552 -1.49279 -2.25734
H 2.30569 4.03722 1.36077
H 3.21565 3.80786 2.45312
O 2.48580 4.32477 2.27461
H 1.52490 -3.37178 0.99054
H 1.81628 -3.44049 2.45658
O 1.66717 -2.75382 1.78112
H -0.71875 1.11966 -1.93544
H -2.01296 1.05525 -2.99981
O -1.67510 1.18822 -2.11178
H -1.73913 4.24329 0.49854
H -0.43233 3.98143 0.06829
O -0.86275 4.27829 0.81996
H 1.60535 0.40064 -1.76422
H 1.25037 1.93800 -2.12924
O 0.91739 1.04344 -2.22782
H -3.74013 1.53624 -2.01741
H -3.50928 1.53878 -0.49165
O -4.07480 1.22556 -1.17630
H -1.55318 -3.66845 -3.02599
H -0.30008 -2.97363 -3.19665
O -0.68864 -3.76836 -2.84071
H 2.39427 -2.78085 -1.86582
H 0.94635 -3.14360 -1.82132
O 1.68100 -3.05004 -1.26452
H -1.74967 -1.03897 -4.96629
H -2.72880 -1.25238 -3.63946
O -2.44778 -0.75438 -4.36076
H -0.12705 -5.06328 -1.37204
H 0.93866 -5.04507 -0.15301
O 0.04843 -5.17720 -0.37346
H 2.69129 0.00292 4.19114
H 2.14169 -1.35165 3.93807
O 1.87761 -0.48546 4.41960
*
```

Properties
HOMO-LUMO gap   0.338 Ha
Relative energy (zero: lowest compared OMol25 entry of this formula, charge and spin)   183.5 kcal/mol
HOMO energy   -0.3495 Ha
Energy   -35968.6030 eV